Record 1
Molecular formula: C4H7N3
Method: DFT, ωB97M-V/def2-TZVPD

Structure (XYZ):
```
14
Properties=species:S:1:pos:R:3:forces:R:3
H 2.79433 -0.59082 -2.17581 -0.16 -0.02 0.04
N 2.01533 -0.88032 -1.58135 0.13 0.30 0.29
C 2.01795 -0.20918 -0.50331 -0.06 -0.08 -0.09
C 1.03204 -0.44785 0.59109 0.19 0.21 0.09
N 0.31872 -1.79407 0.61511 -0.51 0.26 -0.12
C -0.35470 -0.76394 0.34601 0.05 -0.36 0.13
N -1.57600 -0.29973 0.02370 0.11 -0.23 0.04
C -1.93708 1.08160 0.28930 0.02 0.19 0.01
H 2.75213 0.57633 -0.27716 0.01 -0.09 -0.09
H 1.30553 -0.02926 1.56482 0.05 -0.07 -0.22
H -2.31878 -0.98402 0.05640 0.10 0.03 -0.02
H -1.03246 1.68779 0.20753 -0.14 -0.02 -0.01
H -2.66103 1.43478 -0.45223 0.15 -0.09 0.14
H -2.35598 1.21867 1.29590 0.07 -0.02 -0.20
```
Positions in Å, forces in eV/Å.

Its spin multiplicity is 1. The value obtained for the HOMO-LUMO gap is 10.04 eV. As for the max |F|: 0.6 eV Å⁻¹. The energy above the lowest of the compared OMol25 structures with the same formula, charge and spin comes out at 210.2 kJ/mol. The HOMO energy is -9.2 eV.

Need the Löwdin charges? In units of e they are: number 1, H, carries 0.044; number 2, N, carries 0.097; number 3, C, carries -0.235; number 4, C, carries -0.232; number 5, N, carries 0.192; number 6, C, carries -0.397; number 7, N, carries 0.009; number 8, C, carries -0.081; number 9, H, carries 0.101; number 10, H, carries 0.112; number 11, H, carries 0.140; number 12, H, carries 0.086; number 13, H, carries 0.081; number 14, H, carries 0.083

Record 2
Molecular formula: C18H29BF2N3O7P
Method: DFT, ωB97M-V/def2-TZVPD

Structure (XYZ):
```
61
Properties=species:S:1:pos:R:3:forces:R:3
C -0.03364 1.31528 3.71339 -0.69 -1.08 0.97
N -0.03591 0.46372 2.46082 -0.34 0.98 0.21
C 0.04270 1.33614 1.24764 0.04 0.60 -0.30
C 0.87957 0.72644 0.02339 0.35 -0.12 -0.46
C 2.19635 -0.10608 0.45634 -0.27 0.50 -0.81
C 3.02998 0.85023 1.45018 4.13 4.45 0.37
O 2.93197 0.83922 2.72090 -0.77 -1.42 -2.95
O 3.86725 1.76972 0.82672 -4.21 -4.54 1.50
C 1.92304 -1.56983 1.02591 2.40 2.03 2.15
C 3.36680 -2.32089 1.08048 0.42 -0.50 -0.18
C 4.10265 -2.09307 2.50609 -1.04 0.20 2.88
O 3.62923 -2.47788 3.58703 1.98 1.32 -4.55
F 5.32888 -1.37325 2.49001 -2.86 -1.90 -0.46
N 0.86360 -2.35944 0.30719 0.15 0.72 1.13
O 1.36284 -3.00977 -0.79492 0.45 -0.89 -1.20
P 0.20344 -3.52544 1.55233 -0.94 -3.87 1.24
N -0.10790 -4.96798 0.94636 -0.09 1.91 0.83
C -0.31949 -1.55858 -0.15798 -1.91 1.16 -1.47
B -1.35287 -2.46914 -1.08313 -0.87 -2.00 -1.37
O -2.41257 -3.25347 -0.44070 0.96 2.40 -0.79
O -1.24229 -2.56378 -2.51373 0.27 -0.39 2.51
C 0.03141 -0.22061 -0.96745 0.44 1.75 0.21
F 0.87799 -0.43748 -2.13560 -1.25 -0.32 1.86
C -1.30868 0.49712 -1.55418 -0.02 0.64 -0.33
C -1.10035 2.06844 -1.82968 0.07 3.67 -0.15
C 0.03592 2.61711 -2.77083 -1.51 1.37 1.24
C 0.30894 4.11651 -3.03405 -2.90 -1.59 2.54
C -0.60869 5.15106 -2.31375 -0.34 -3.91 0.18
C -1.76746 4.64050 -1.41554 2.34 -1.62 -1.59
C -2.03623 3.10710 -1.15825 2.30 1.84 -1.45
C -3.27946 2.77286 -0.20623 -0.12 -0.43 -1.09
H 0.79403 2.09791 3.71868 -1.15 -1.27 -0.15
H 0.11376 0.56644 4.58360 0.01 1.43 -1.23
H -1.09066 1.76147 3.87992 1.74 -0.20 -0.27
H -0.95105 -0.01471 2.49309 0.55 0.46 -0.20
H -1.01155 1.63581 0.92219 1.47 -0.28 0.12
H 0.57421 2.31938 1.54436 -0.75 -1.71 -0.50
H 1.28176 1.63195 -0.57623 -0.71 -1.63 0.88
H 2.83789 -0.20735 -0.50080 -1.06 0.14 1.59
H 1.58706 -1.50570 2.13526 0.26 0.35 -1.79
H 4.03270 -1.97706 0.20482 -1.09 -0.45 1.51
H 3.23770 -3.47012 0.98946 0.35 1.77 0.33
H 1.75186 -3.88374 -0.55362 -0.52 0.55 0.20
H 1.23605 -3.63464 2.56143 -0.36 0.81 -0.98
H -0.95182 -2.94551 2.17249 0.91 0.42 -0.36
H -1.11248 -5.13068 1.12882 0.55 -0.10 -0.72
H -0.94279 -1.25862 0.76331 1.36 -0.17 -1.32
H -3.24298 -2.72216 -0.52232 0.63 -0.85 0.02
H -1.42606 -3.47897 -2.82569 -0.20 0.88 0.41
H -2.20399 0.34849 -0.83770 1.44 0.35 -0.98
H -1.62874 0.04632 -2.56674 0.77 0.30 1.68
H 0.70256 1.80775 -3.24981 -1.11 1.58 0.80
H 1.18814 4.42123 -3.71436 -1.70 -0.52 1.31
H -0.38081 6.25559 -2.48497 -0.62 -1.73 0.45
H -2.41635 5.44933 -0.90998 1.06 -1.67 -0.84
H -3.02225 2.13955 0.70851 -0.16 0.90 -1.23
H -4.03614 2.16623 -0.84010 1.10 0.92 1.10
H -3.82806 3.71526 0.14716 1.06 -1.30 -0.60
O -3.88013 -1.38656 -4.06440 0.24 -0.02 0.07
H -3.21371 -2.06866 -3.90823 -0.08 0.19 -0.02
H -3.37517 -0.64300 -4.41690 -0.12 -0.09 0.00
```
Positions in Å, forces in eV/Å.

Its spin multiplicity is 1. The value obtained for the HOMO-LUMO gap is 6.40 eV. As for the max |F|: 6.4 eV Å⁻¹. The HOMO energy is -7.3 eV.

Need the Löwdin charges? In units of e they are: number 1, C, carries -0.127; number 2, N, carries -0.142; number 3, C, carries -0.153; number 4, C, carries -0.139; number 5, C, carries -0.118; number 6, C, carries -0.545; number 7, O, carries -0.054; number 8, O, carries -0.168; number 9, C, carries -0.230; number 10, C, carries -0.013; number 11, C, carries -0.306; number 12, O, carries 0.090; number 13, F, carries 0.054; number 14, N, carries -0.331; number 15, O, carries 0.040; number 16, P, carries 0.878; number 17, N, carries -0.240; number 18, C, carries -0.093; number 19, B, carries -0.462; number 20, O, carries 0.049; number 21, O, carries 0.112; number 22, C, carries -0.277; number 23, F, carries -0.012; number 24, C, carries -0.058; number 25, C, carries -0.126; number 26, C, carries -0.022; number 27, C, carries -0.060; number 28, C, carries -0.068; number 29, C, carries -0.030; number 30, C, carries -0.169; number 31, C, carries -0.101; number 32, H, carries 0.092; number 33, H, carries 0.092; number 34, H, carries 0.083; number 35, H, carries 0.078; number 36, H, carries 0.091; number 37, H, carries 0.150; number 38, H, carries 0.159; number 39, H, carries 0.158; number 40, H, carries 0.135; number 41, H, carries 0.148; number 42, H, carries 0.125; number 43, H, carries 0.135; number 44, H, carries 0.064; number 45, H, carries 0.064; number 46, H, carries -0.007; number 47, H, carries 0.139; number 48, H, carries 0.123; number 49, H, carries 0.132; number 50, H, carries 0.126; number 51, H, carries 0.125; number 52, H, carries 0.102; number 53, H, carries 0.098; number 54, H, carries 0.087; number 55, H, carries 0.095; number 56, H, carries 0.061; number 57, H, carries 0.089; number 58, H, carries 0.082; number 59, O, carries -0.058; number 60, H, carries 0.012; number 61, H, carries 0.038